Density functional theory data (wB97M-V/def2-TZVPD) for a cluster of 12 separate species, C65H142BF16N7O6P2 in total in a non-equilibrium geometry.

Last column: Mulliken charge in e.
Positions of all 239 atoms, in Å:
H  -5.6595  -1.7269  -0.8693  0.288
C  -0.8728  0.4957  -6.7661  -0.660
H  -4.5557  -3.5135  4.7845  0.652
C  5.2892  0.7797  3.7132  -0.853
H  0.0726  -5.7949  -2.3075  -0.035
H  3.2724  -5.9779  1.1912  0.494
H  -1.8102  0.6204  -7.3257  0.407
H  -1.8598  7.0703  1.5029  0.355
H  8.8099  4.3048  -2.1961  0.353
H  -0.9581  -2.7255  -3.4366  0.373
H  -7.6882  1.6515  -2.5345  0.335
H  6.3978  0.9005  -0.2383  0.409
H  -3.2492  7.2224  0.3850  0.342
H  4.5935  -4.3387  2.3932  0.200
H  -5.0134  6.0815  -0.1434  0.364
H  0.8859  -2.6158  -3.7193  0.254
C  -1.8667  6.8856  4.2651  -0.591
C  -0.1101  -0.4393  4.9095  0.567
H  3.4727  -3.2636  -1.0843  -1.759
C  -0.0076  -2.3861  -3.0452  -0.329
C  10.9259  3.5904  -3.6243  -1.303
O  -2.9392  -3.6399  -3.0580  -0.890
H  0.4319  -6.2199  0.3181  0.040
H  3.9691  3.8845  -0.4743  -0.210
C  -6.4780  -1.0516  -0.6198  -0.947
F  -0.8737  4.3227  -0.1657  -0.416
H  2.9462  -4.3098  -2.6395  -0.336
C  -5.0443  6.5039  2.0186  -0.676
H  -3.4694  4.4458  3.0448  0.214
C  -0.4530  -6.5755  -1.6834  -1.028
H  5.1964  -0.3389  3.8909  0.257
H  2.0382  -4.9946  -5.0674  0.155
C  3.9022  -5.6285  -4.0500  -0.889
H  0.1427  -7.5368  -1.7477  0.356
H  1.8568  -0.8586  -2.4944  -0.453
C  8.5702  3.3200  -2.5391  -0.278
H  -10.8069  -2.5486  -4.0639  0.301
C  -2.1049  -2.2592  1.6049  -0.432
H  -1.7917  -2.2275  0.5750  -0.617
F  -3.9552  -0.1468  3.0485  0.115
H  -0.2961  -1.1708  4.1074  -0.702
C  6.2086  1.9230  0.1101  -1.712
N  -6.5776  -0.0780  -1.7547  0.729
H  -1.7781  -0.2168  -0.2857  -0.520
C  -0.9802  -0.5226  -5.5727  -0.015
H  -2.4603  -4.6369  3.8877  0.586
H  2.5838  -6.1198  -0.3139  0.044
H  0.2314  -2.7555  -2.0351  -0.341
F  -0.5971  3.0425  1.6914  -0.550
P  4.7018  -0.7879  -3.1980  1.487
H  -4.1459  -3.4457  0.6634  -0.946
C  4.1057  1.4114  4.4351  -0.692
C  -3.7950  -3.1867  -2.1944  0.149
H  2.7551  0.7644  2.9094  0.034
H  -4.9169  2.6347  -1.9044  0.567
H  4.2363  1.2752  5.4975  0.366
H  -6.6806  1.7903  0.3493  -0.020
H  6.2419  1.1088  4.1434  0.505
H  1.7831  -4.5073  4.9840  0.322
H  -4.5213  1.7440  -0.4359  -0.675
N  -2.5636  -3.6032  2.0930  0.896
C  -4.0227  4.5669  0.9479  1.209
H  -1.0126  0.6913  2.4780  -0.155
H  0.2590  0.8118  -8.6039  0.394
H  0.6115  1.5624  2.1520  0.329
C  0.2743  0.2298  -7.6700  -1.204
H  4.4824  -4.9924  -4.7132  0.346
H  4.8292  2.1594  -2.0646  -0.367
H  4.4046  -6.5474  -3.8732  0.350
H  -0.2788  6.8748  6.6048  0.389
H  -3.8495  7.8589  3.8754  0.571
C  -3.3740  6.8713  3.7604  -0.649
H  0.8947  6.1665  5.4994  0.355
H  -7.0755  -0.0568  -3.8269  0.411
H  -1.0269  4.8517  4.2455  -0.676
H  1.0585  -0.3041  -4.7331  0.268
H  5.8414  3.4463  -2.8897  0.437
C  2.6307  -5.8989  -4.8405  -1.114
H  -7.9560  -2.7057  -2.3475  0.337
N  -3.5581  6.4430  2.3393  0.308
H  4.0840  2.4975  4.2544  0.425
H  0.0934  5.1402  6.6214  0.426
H  -5.6836  -4.1249  2.9311  0.415
C  3.5525  -6.1339  0.1482  -1.016
H  0.7835  -0.7922  5.4151  0.368
H  4.1130  -7.0653  0.0558  0.342
F  -5.2275  1.3421  1.9450  -0.154
C  -1.3283  -4.8137  0.1389  1.425
H  -8.4552  0.5971  -1.2958  0.391
H  9.8633  1.7383  -3.2658  0.394
H  2.8311  -6.2086  -5.8466  0.460
H  -1.7026  1.7965  4.0018  -0.063
H  -0.4401  2.8796  4.5677  -0.211
H  -5.0558  0.6334  -3.0885  0.309
C  5.5619  -4.8192  0.5319  -0.634
F  1.5826  3.7080  1.8963  -0.373
H  -10.0793  -3.4633  -5.3603  0.385
C  3.5519  -5.1973  -2.6002  0.683
H  -2.0322  -1.1892  -2.1963  -1.184
H  5.8137  -5.8336  0.8684  0.314
H  -1.4646  -6.7355  -2.0850  0.494
C  -1.1702  -0.1307  5.9826  -0.573
H  6.9714  2.0840  0.9012  0.595
H  -1.6610  7.7740  4.8884  0.365
H  0.1509  -0.7786  -8.0579  0.290
F  3.3471  -0.6351  -4.1598  -0.401
C  -1.4157  -0.3608  -2.3869  0.280
P  0.3701  4.0382  0.8166  1.841
H  -0.1768  0.8673  -4.2413  0.396
C  3.5034  -3.6824  -0.0098  1.782
H  -5.4959  -2.6008  2.2806  0.231
C  5.3175  3.1345  -1.9197  -0.003
H  -0.7830  1.5505  -6.4411  0.300
F  -3.7741  2.1099  3.7330  -0.229
C  7.7750  2.4624  -1.5398  -0.892
C  -3.9614  -3.9080  1.6294  0.452
H  11.8209  3.0491  -3.7446  0.404
F  5.9111  -0.9948  -2.1587  -0.426
C  -0.8131  1.8882  4.6641  0.094
H  -0.7574  -4.0261  -0.2429  -0.595
N  -0.2011  -0.8697  -3.0625  1.063
C  -1.0834  1.4316  6.1438  -0.990
H  -2.0896  4.9666  2.1535  -0.812
H  -1.1111  1.1977  -0.9673  0.267
H  2.5783  -3.9636  0.3666  -0.006
H  0.9198  0.2099  -0.0178  0.273
H  7.3816  1.4932  -2.0060  0.119
C  -0.6396  -6.1569  -0.2121  -0.495
C  5.2652  -3.8465  1.6428  -0.737
H  -2.2461  -4.7160  -0.3979  -0.098
C  4.7668  -5.0885  -1.7627  -0.941
H  5.1728  2.0434  0.4744  0.576
H  -3.3049  4.4645  0.1175  0.377
H  -5.5414  6.1504  2.8828  0.479
H  0.4924  -0.1478  2.2286  0.535
C  9.9282  2.7168  -2.7982  -0.617
H  7.7598  4.5116  -0.1350  0.335
C  -5.1964  5.6387  0.8348  -0.896
N  4.3517  -4.9325  -0.3040  0.819
H  -3.9228  6.1579  4.4294  0.391
H  -5.3086  7.5816  1.8719  0.404
H  -2.9804  -1.5788  1.7764  0.354
H  -1.9760  -5.6445  2.0498  0.715
C  -1.2796  5.6501  4.9991  0.866
C  0.0844  0.7311  2.6580  -1.023
H  2.7935  -5.9239  -2.2850  0.245
H  -1.2446  -1.9251  2.1343  0.241
O  1.4314  -3.6750  4.6621  -0.534
H  -1.9368  0.3716  -2.9919  0.154
H  -1.0871  7.0695  3.4313  0.250
C  5.6493  5.2487  -0.8532  -0.869
H  5.2652  6.0695  -0.2738  0.481
H  -8.9820  -1.3964  -2.4686  0.342
O  -5.1076  -3.5486  -2.5051  -0.422
F  4.0313  -2.2141  -2.7399  -0.691
H  -4.9291  -4.1317  -3.2460  0.339
H  -7.0667  3.1030  -0.8321  0.592
C  2.7604  0.7567  4.0017  0.122
H  -0.3177  1.6523  6.9784  0.264
C  -3.1733  5.0373  2.1874  0.024
C  -8.1158  -1.7762  -2.9501  -0.560
H  8.4315  2.1660  -0.7241  0.468
F  3.9011  0.0202  -1.9914  -0.318
B  -4.0080  1.1950  2.6685  -0.584
H  10.4563  2.6223  -1.8438  0.345
F  0.8217  2.8318  -0.1356  -0.207
H  -6.0465  -1.4188  -3.2534  0.424
C  6.6246  4.3162  -0.1093  -0.475
C  -2.6628  -3.5628  3.5702  -0.329
H  1.0031  0.7023  -2.4470  1.060
H  -4.4459  -0.1210  -1.5749  -0.651
C  -1.5529  -4.7099  1.6415  -1.222
C  -4.0281  -3.0785  3.9330  -0.040
H  6.3645  -4.4160  -0.1541  0.434
H  0.3100  -1.4541  -0.3399  -0.800
H  6.2410  5.7114  -1.6977  0.293
H  1.5022  1.3357  5.6510  0.619
H  -6.1792  5.1841  0.7977  0.394
H  5.3583  -4.2268  -1.9645  0.304
C  -7.5269  1.1671  -1.6269  -0.703
H  2.6857  -0.2607  4.3816  0.429
H  -8.8774  -1.4061  -4.9650  0.369
H  5.3473  0.9765  2.6862  -0.092
H  3.8618  4.7818  -2.0412  0.476
C  0.3544  -0.4103  -0.7427  1.603
C  -6.7040  2.0562  -0.7524  -0.411
C  0.9501  -0.3181  -2.2045  -1.480
H  -1.8001  -2.9130  3.8391  -0.133
H  10.6538  3.9232  -4.6567  0.310
H  -0.6209  -4.5238  2.1532  -0.012
C  1.5362  -3.7422  3.3100  -0.081
C  -0.0557  5.9517  5.9328  -1.622
H  1.4937  2.5466  4.3538  0.292
C  4.3378  -2.8206  0.9846  -0.048
H  -4.4057  3.5856  1.0228  -1.032
C  -8.6667  -2.2877  -4.3285  -0.674
C  -4.8611  -3.3824  2.7328  -0.644
H  -7.8651  -2.7873  -4.8831  0.385
N  0.2261  0.8707  4.1555  1.232
H  4.9051  -2.0188  0.4845  0.063
C  -5.1452  0.4974  -1.9911  0.308
C  -0.0059  -0.1827  -4.4387  -0.804
H  -6.2611  -0.5409  0.3196  0.161
C  -6.9329  -0.8521  -3.0449  -0.888
C  -5.2452  1.8467  -1.2377  0.403
F  -2.9931  1.5070  1.7291  0.014
H  -1.9641  5.2039  5.7468  0.313
F  5.1806  0.6945  -3.6740  -0.249
H  8.0532  3.3168  -3.4983  0.343
F  1.1904  5.1489  0.0736  -0.361
C  4.5522  4.2928  -1.3393  -0.027
C  -9.9306  -3.1644  -4.3306  -1.243
C  -1.0619  0.1120  -1.0106  0.128
H  6.1044  -3.3842  2.0972  0.650
H  3.5922  -2.3438  1.5905  -0.070
O  0.7606  -2.9895  2.6732  0.276
O  2.3248  -4.6306  2.8664  -0.745
O  -3.5732  -2.4688  -1.2522  -0.013
C  1.5147  1.4400  4.5833  -1.549
H  -2.9987  8.3489  1.7742  0.287
H  -0.9954  -0.5783  6.9072  0.709
H  -1.2355  -6.9568  0.2909  0.385
F  5.5241  -1.5008  -4.2961  -0.427
H  -3.9552  -1.9685  4.0155  -0.461
H  -2.0407  1.8600  6.4181  0.661
H  1.9930  -6.6863  -4.3552  0.260
N  6.5499  2.9720  -0.8837  0.670
F  -0.1489  5.2972  1.8708  -0.490
H  11.0308  4.5072  -2.9958  0.311
C  -2.8546  7.3457  1.4327  -0.843
H  6.2061  4.0733  0.8599  0.348
H  -9.6875  -3.9732  -3.6506  0.339
H  -0.7795  -1.5686  -5.9128  0.403
H  -7.3967  -1.4855  -0.4131  0.465
H  1.2184  0.3805  -7.1662  0.297
H  -4.0090  -4.9891  1.5931  0.681
H  -2.0671  -0.5666  -5.2163  0.094
H  -2.2097  -0.2845  5.6387  -0.089
H  5.4535  -5.9825  -1.7510  0.582

Forces on atoms 1 to 6 (eV/Å):
H -0.30 -0.23 0.07
C -0.83 1.12 0.93
H 0.89 0.11 0.28
C 0.00 -1.67 2.20
H -0.57 -0.72 0.63
H 0.45 0.11 0.22

Calculated values
Strongest force on any atom (eV/A): 5.30
Net charge: +2
M (u): 1494.622
Gap between HOMO and LUMO (eV): 9.164

***

Density functional theory data (wB97M-V/def2-TZVPD) for a structure of composition C34H31GeN3S2W in a non-equilibrium geometry.

Last column: Mulliken charge in e.
Positions of all 72 atoms, in Å:
H  -0.3513  4.6079  -2.4757  0.435
C  0.4713  1.9439  4.1063  -1.035
C  -0.0287  1.4134  -3.5577  -0.782
H  3.6205  -0.9485  2.3921  0.445
H  -2.7154  3.0774  4.2405  0.413
H  3.4337  3.1456  -2.1637  0.477
H  -1.3991  -2.7374  -1.3730  0.217
H  -3.2035  1.8158  -0.7792  0.356
N  2.4995  0.2507  -0.8091  0.092
C  -0.6526  2.6002  4.5927  -0.551
C  -2.0496  -4.8885  1.1354  -0.703
H  -0.8110  3.4393  -0.3524  0.439
H  -2.7123  -5.6964  1.4236  0.451
H  -2.9147  -4.6123  -0.8279  0.487
H  3.2339  2.5470  0.8846  0.423
C  -5.0296  0.7696  -0.4120  -0.706
C  3.5275  1.2462  -3.1252  0.698
H  -5.6360  1.5319  -0.8871  0.427
H  4.9190  1.1997  -4.7515  0.444
C  1.4966  -2.8065  -1.5722  -0.982
C  3.2786  2.0805  -2.0661  -0.930
H  4.1511  2.7712  -4.4807  0.374
C  -0.5880  1.4609  -1.1737  -0.136
C  -0.3017  0.7635  -2.3569  -0.118
C  0.4122  1.2870  2.8820  0.528
C  -0.0398  2.8043  -3.5978  -0.704
H  1.4005  -3.8401  -1.2325  0.533
H  3.2308  1.4504  -5.2164  0.366
Ge  -0.9174  0.2791  0.4122  1.529
H  3.4905  -2.2877  4.6277  0.509
H  0.1608  0.8427  -4.4618  0.516
C  -5.6319  -0.3615  0.1235  -0.586
H  0.1547  3.3252  -4.5289  0.438
H  -2.8162  1.9101  2.0828  0.355
C  -0.3240  3.5232  -2.4411  -0.629
C  -1.8293  2.5829  3.8570  -0.771
C  -0.5959  2.8569  -1.2453  -0.083
H  3.6033  -0.7219  -3.6802  0.363
C  2.7228  1.5616  -0.8973  0.839
C  2.8850  -0.6065  -1.7804  -0.520
H  1.3862  1.9308  4.6865  0.417
C  2.3650  2.4588  0.2230  -1.046
C  -2.1639  -4.2959  -0.1152  -0.667
C  -1.8813  1.9212  2.6340  -0.612
W  1.0820  -1.2754  -0.1066  -0.045
H  1.2257  -2.7390  -2.6192  0.487
H  -0.6153  3.1089  5.5484  0.386
S  3.2328  -2.2841  -1.3966  -0.255
C  2.8318  -1.6525  2.6283  -0.995
H  2.1149  3.4511  -0.1481  0.438
C  -0.7555  1.2758  2.1082  -0.024
H  -0.9461  -4.8916  2.9817  0.493
C  -3.4707  -1.1588  0.8194  0.097
S  1.4434  -3.3839  3.8937  -0.264
N  -0.3618  -2.8163  0.4099  0.488
C  0.9108  -2.9010  2.3485  0.239
H  -5.3153  -2.2009  1.1830  0.418
H  -6.7072  -0.4866  0.0639  0.380
C  1.7248  -1.9584  1.7641  -0.219
C  -3.6492  0.9290  -0.3419  -0.139
C  -4.8504  -1.3247  0.7454  -0.752
C  -2.8437  -0.0384  0.2677  -0.201
C  -1.0752  -4.4426  2.0043  -0.809
C  2.7941  -2.3403  3.8015  -0.465
H  -0.3399  -0.3264  -2.3637  0.207
H  -2.8883  -1.9020  1.3511  0.391
C  3.9886  1.6977  -4.4698  -1.564
H  1.2892  0.7453  2.5566  0.448
C  -0.2248  -3.4211  1.6073  1.321
N  3.3392  -0.0738  -2.9488  0.133
H  1.5324  2.0719  0.7988  -0.088
C  -1.3163  -3.2577  -0.4301  -0.114

Forces on atoms 1 to 6 (eV/Å):
H 0.01 -0.09 0.02
C -0.13 0.00 -0.09
C -0.02 0.08 0.12
H -0.05 -0.04 -0.02
H 0.06 -0.04 -0.04
H 0.01 -0.08 -0.03

Calculated values
ΔE to the lowest compared entry with this formula, charge and spin (kcal/mol): 29.88
Strongest force on any atom (eV/A): 1.39
Net charge: +1
Expectation value of S²: 0.7819
M (u): 802.227
Multiplicity: 2
Gap between HOMO and LUMO (spin up / spin down) (eV): 5.425 / 5.469

***

no.,electronic energy (eV)
1,-155162.4025
2,-120235.6106